This record from OMol25 describes a molecular structure, C43H40LuN2OP2S2 at a distorted geometry. The level of theory is ωB97M-V/def2-TZVPD.

The LUMO energy comes out at -2.6967 eV. Its total charge is +1. For the HOMO-LUMO gap, the calculation gives 0.2902 hartree. The value obtained for the energy relative to the best compared isomer or geometry (same formula, charge and spin) is 0.026 eV. Its multiplicity is 1. The HOMO energy comes out at -0.3893 Ha.

Each line ends with the Mulliken charge.
CARTESIAN COORDINATES (ANGSTROEM)
Lu 0.131 -0.171 -0.045  0.839
C -2.596 3.054 1.759  -1.167
C -1.370 2.401 1.194  0.907
N -1.277 1.107 1.098  -0.143
N -2.394 0.368 1.475  -0.324
C -2.805 -0.566 0.684  0.097
S -2.156 -1.023 -0.877  -0.413
S -4.274 -1.407 1.124  -0.021
C -4.997 -0.392 2.480  -1.048
C -4.572 -0.720 3.881  0.574
C -3.585 0.022 4.522  0.153
C -3.212 -0.281 5.824  -0.799
C -3.815 -1.332 6.498  -0.433
C -4.814 -2.065 5.873  -0.621
C -5.188 -1.759 4.574  -0.363
C -0.336 3.265 0.629  0.229
C -0.293 4.626 0.979  -0.700
C 0.538 5.519 0.346  -1.049
C 1.336 5.079 -0.708  -0.564
C 1.328 3.752 -1.071  -0.410
C 0.521 2.814 -0.409  0.730
O 0.559 1.557 -0.817  -0.708
H -3.287 2.313 2.144  -0.154
H -3.087 3.625 0.971  0.401
H -2.337 3.742 2.562  0.407
H -6.066 -0.566 2.360  0.641
H -4.762 0.639 2.230  0.124
H -3.107 0.837 3.995  0.273
H -2.452 0.309 6.322  0.414
H -3.512 -1.575 7.508  0.419
H -5.303 -2.871 6.405  0.407
H -5.970 -2.330 4.085  0.412
H -0.931 4.992 1.771  0.370
H 0.553 6.555 0.657  0.445
H 1.962 5.777 -1.248  0.451
H 1.939 3.394 -1.890  0.456
C 3.848 -2.544 0.041  -0.873
C 4.210 -1.149 0.552  -0.900
P 2.858 0.048 0.158  0.976
C 3.279 0.466 -1.579  1.054
C 2.356 0.099 -2.560  0.255
C 2.583 0.383 -3.896  -1.022
C 3.756 1.018 -4.275  -0.660
C 4.696 1.359 -3.314  -0.856
C 4.460 1.089 -1.974  -0.554
C 3.216 1.484 1.228  0.597
C 4.397 2.223 1.244  -0.661
C 4.521 3.322 2.079  -0.833
C 3.483 3.685 2.924  -0.720
C 2.324 2.927 2.955  -0.627
C 2.195 1.836 2.113  0.123
C 2.599 -3.102 0.739  -1.140
P 1.058 -2.867 -0.281  1.333
C 1.032 -4.468 -1.158  0.397
C 1.096 -4.495 -2.546  -0.466
C 1.130 -5.710 -3.219  -0.625
C 1.108 -6.897 -2.506  -0.527
C 1.033 -6.874 -1.118  -0.814
C 0.994 -5.667 -0.444  -0.249
C -0.247 -3.151 0.985  0.338
C -1.319 -3.996 0.695  -0.783
C -2.300 -4.223 1.640  -0.972
C -2.232 -3.605 2.879  -0.474
C -1.213 -2.713 3.152  -0.758
C -0.235 -2.458 2.200  -0.023
H 4.693 -3.212 0.212  0.438
H 3.692 -2.509 -1.043  0.239
H 5.140 -0.800 0.103  0.651
H 4.342 -1.170 1.637  0.532
H 1.438 -0.416 -2.285  0.101
H 1.842 0.113 -4.637  0.492
H 3.937 1.243 -5.317  0.424
H 5.619 1.842 -3.606  0.450
H 5.205 1.375 -1.246  0.146
H 5.235 1.950 0.620  0.328
H 5.438 3.896 2.071  0.444
H 3.585 4.550 3.566  0.418
H 1.520 3.188 3.632  0.464
H 1.287 1.239 2.153  0.098
H 2.471 -2.622 1.711  0.550
H 2.700 -4.173 0.907  0.837
H 1.118 -3.566 -3.103  0.388
H 1.174 -5.729 -4.299  0.429
H 1.147 -7.845 -3.026  0.397
H 1.005 -7.800 -0.559  0.413
H 0.917 -5.660 0.636  0.401
H -1.380 -4.482 -0.268  0.584
H -3.119 -4.892 1.410  0.415
H -2.987 -3.808 3.623  0.378
H -1.164 -2.223 4.113  0.490
H 0.584 -1.781 2.455  0.123